Entry 1:
A cluster of 2 separate species, C3H9NO2S in total, computed with ωB97M-V with the def2-TZVPD basis set.

Positions of all 16 atoms, in Å:
O1 0.355 -0.986 -3.670
C1 0.857 -0.339 -2.747
N1 0.680 -0.791 -1.327
C2 0.835 0.241 -0.222
C3 0.386 -0.622 1.068
S1 -1.490 -0.857 0.733
H1 1.328 0.798 -2.904
H2 1.183 -1.684 -1.161
H3 -0.054 0.854 -0.332
H4 1.882 0.771 -0.322
H5 0.415 -0.035 1.932
H6 0.566 -1.692 0.994
H7 -1.964 0.434 0.940
H8 0.852 2.660 3.916
H9 -0.727 2.648 3.680
O2 0.038 3.338 3.947

Calculated values
Kohn-Sham gap (eV): 9.389
HOMO (eV): -9.24
Energy (eV): -19674.6467
Relative energy (zero: lowest compared OMol25 entry of this formula, charge and spin) (kJ/mol): 363.4
Lowest unoccupied orbital energy (eV): 0.144

Atomic partial charges in e from the Mulliken method, atoms 1 to 4: O -0.488; C 0.096; N -0.164; C -0.379

=====

Entry 2:
A structure of composition C36H44IrN2O11P2S4, computed with ωB97M-V with the def2-TZVPD basis set.

Positions of all 100 atoms, in Å:
Ir1 0.568 0.054 0.500
O1 1.499 0.389 2.359
S1 1.732 1.706 3.022
O2 1.702 1.577 4.454
O3 0.913 2.744 2.441
C1 3.410 2.166 2.607
C2 4.116 2.797 3.623
C3 5.379 3.320 3.392
C4 5.941 3.221 2.131
C5 5.245 2.586 1.114
C6 3.983 2.047 1.339
S2 3.298 1.145 -0.058
O4 1.845 1.529 -0.162
O5 4.047 1.599 -1.193
O6 3.407 -0.268 0.273
H1 3.653 2.869 4.597
H2 5.914 3.808 4.197
H3 6.922 3.633 1.932
H4 5.668 2.496 0.124
O7 -2.601 -1.040 3.591
C7 -2.413 -0.264 2.677
O8 -1.358 0.513 2.559
C8 -3.342 -0.074 1.530
C9 -4.618 -0.614 1.492
C10 -5.423 -0.351 0.397
C11 -4.944 0.457 -0.630
C12 -3.675 1.013 -0.570
C13 -2.852 0.739 0.519
P1 -1.251 1.491 1.021
C14 -1.999 2.891 2.029
C15 -1.837 3.031 3.406
C16 -2.526 4.014 4.104
C17 -3.406 4.861 3.446
C18 -3.587 4.720 2.079
C19 -2.884 3.749 1.381
C20 -0.837 2.648 -0.419
C21 -0.260 3.890 -0.150
C22 0.002 4.787 -1.171
C23 -0.325 4.472 -2.484
C24 -0.878 3.235 -2.766
C25 -1.107 2.324 -1.742
H5 -4.953 -1.225 2.321
H6 -6.424 -0.761 0.342
H7 -5.578 0.677 -1.480
H8 -3.350 1.672 -1.362
H9 -1.159 2.382 3.937
H10 -2.371 4.111 5.171
H11 -3.946 5.623 3.995
H12 -4.272 5.369 1.547
H13 -3.036 3.666 0.312
H14 -0.014 4.158 0.867
H15 0.464 5.739 -0.938
H16 -0.124 5.175 -3.283
H17 -1.090 2.951 -3.789
H18 -1.466 1.338 -2.000
C26 -2.390 -3.263 0.044
N1 -1.231 -3.745 0.780
C27 -1.564 -4.803 1.728
C28 -0.285 -2.823 1.160
O9 -0.561 -1.601 1.162
N2 0.919 -3.307 1.514
C29 1.420 -4.592 1.075
C30 1.822 -2.531 2.354
H19 -2.783 -4.093 -0.547
H20 -2.097 -2.457 -0.624
H21 -3.172 -2.905 0.713
H22 -2.272 -4.434 2.478
H23 -0.681 -5.169 2.241
H24 -2.021 -5.634 1.189
H25 0.800 -4.985 0.274
H26 1.452 -5.314 1.897
H27 2.437 -4.458 0.704
H28 1.266 -1.776 2.896
H29 2.597 -2.036 1.765
H30 2.286 -3.213 3.070
C31 -0.486 -2.975 -5.583
C32 -0.882 -2.238 -4.319
C33 -2.377 -2.026 -4.192
O10 -0.256 -0.938 -4.354
P2 0.855 -0.519 -3.273
S3 1.641 1.181 -3.651
S4 -0.169 -0.853 -1.500
O11 1.848 -1.771 -3.451
C34 2.835 -2.083 -2.446
C35 2.707 -3.559 -2.139
C36 4.199 -1.681 -2.965
H31 -0.931 -3.973 -5.597
H32 0.598 -3.070 -5.633
H33 -0.830 -2.426 -6.461
H34 -0.514 -2.786 -3.448
H35 -2.741 -1.432 -5.032
H36 -2.605 -1.497 -3.266
H37 -2.898 -2.985 -4.190
H38 2.621 -1.505 -1.546
H39 2.858 -4.148 -3.047
H40 1.714 -3.775 -1.740
H41 3.459 -3.854 -1.404
H42 4.423 -2.213 -3.893
H43 4.964 -1.915 -2.223
H44 4.220 -0.607 -3.152

Calculated values
Kohn-Sham gap (eV): 7.551
Charge: -1
HOMO (eV): -5.36
Energy (eV): -128313.7271
Relative energy (zero: lowest compared OMol25 entry of this formula, charge and spin) (kJ/mol): 25.0
Lowest unoccupied orbital energy (eV): 2.194

Atomic partial charges in e from the Mulliken method, atoms 1 to 4: Ir 3.729; O -1.473; S 1.696; O -0.809

=====

Entry 3:
A structure of composition C21H23ClIrN3O6S2, computed with ωB97M-V with the def2-TZVPD basis set.

Positions of all 57 atoms, in Å:
Ir1 1.257 0.618 0.260
S1 2.248 0.859 4.572
C1 0.568 0.544 4.467
C2 0.115 0.463 3.183
C3 1.159 0.662 2.236
C4 2.365 0.881 2.855
C5 3.512 1.136 2.024
C6 4.810 1.407 2.451
C7 5.779 1.710 1.518
C8 5.446 1.745 0.168
C9 4.149 1.452 -0.198
N1 3.210 1.138 0.700
H1 -0.007 0.435 5.373
H2 -0.912 0.268 2.914
H3 5.035 1.395 3.509
H4 6.789 1.931 1.838
H5 6.171 2.003 -0.590
H6 3.827 1.463 -1.230
O1 2.013 3.108 -2.740
Cl1 1.060 2.304 -2.064
O2 -0.204 2.313 -2.699
O3 1.577 0.913 -1.960
O4 0.943 2.717 -0.646
C10 2.737 -2.223 -3.240
N2 2.061 -1.978 -1.985
C11 2.606 -2.068 -0.811
N3 3.845 -2.551 -0.655
S2 1.740 -1.591 0.648
H7 1.982 -2.412 -3.999
H8 3.379 -3.104 -3.183
H9 3.326 -1.355 -3.544
H10 1.084 -1.577 -2.002
H11 4.430 -2.791 -1.437
H12 4.254 -2.502 0.261
C12 -7.161 -0.327 0.345
C13 -5.686 -0.327 0.048
C14 -5.016 -1.500 -0.260
C15 -3.651 -1.514 -0.533
C16 -2.999 -2.830 -0.872
C17 -2.935 -0.314 -0.466
C18 -3.588 0.885 -0.142
C19 -2.875 2.211 -0.080
C20 -4.956 0.855 0.090
C21 -1.459 -0.339 -0.745
O5 -1.033 -0.955 -1.722
O6 -0.765 0.310 0.121
H13 -7.619 -1.277 0.071
H14 -7.672 0.468 -0.200
H15 -7.344 -0.162 1.409
H16 -5.566 -2.433 -0.300
H17 -3.706 -3.645 -0.718
H18 -2.118 -3.016 -0.256
H19 -2.664 -2.846 -1.908
H20 -2.283 2.388 -0.977
H21 -2.188 2.254 0.764
H22 -3.601 3.017 0.017
H23 -5.467 1.785 0.316

Calculated values
Kohn-Sham gap (eV): 7.847
HOMO (eV): -8.15
Energy (eV): -75932.7624
Relative energy (zero: lowest compared OMol25 entry of this formula, charge and spin) (kJ/mol): 51.6
Lowest unoccupied orbital energy (eV): -0.300

Atomic partial charges in e from the Mulliken method, atoms 1 to 4: Ir 1.092; S -0.292; C -0.490; C -0.610

=====

Entry 4:
A structure of composition C50H52N5O5PS2SiSnTe, computed with ωB97M-V with the def2-TZVPD basis set.

Positions of all 118 atoms, in Å:
Sn1 -2.254 -0.277 -2.837
C1 -1.354 3.732 -2.648
O1 -0.295 3.490 -1.763
C2 -0.364 2.091 -1.557
N1 -1.766 1.702 -1.810
C3 -2.516 2.959 -2.081
C4 -2.965 3.414 -0.708
C5 -3.863 2.594 -0.110
C6 -4.418 2.609 1.199
C7 -4.235 3.580 2.207
C8 -3.516 4.848 1.986
C9 -2.640 4.725 0.011
C10 0.557 1.276 -2.492
C11 1.760 1.804 -2.972
C12 2.457 1.030 -3.822
C13 2.180 -0.292 -3.991
C14 0.987 -0.771 -3.460
N2 0.165 0.011 -2.688
C15 0.521 -2.097 -3.670
N3 -0.573 -2.650 -3.203
C16 -0.536 -4.111 -3.466
C17 0.855 -4.305 -4.060
O2 1.403 -2.989 -4.204
C18 -1.678 -4.509 -4.419
C19 -2.523 -3.655 -5.102
C20 -3.603 -4.085 -5.873
C21 -3.600 -5.479 -6.247
C22 -2.746 -6.346 -5.616
C23 -1.769 -5.900 -4.705
H1 -1.125 3.308 -3.693
H2 -1.605 4.782 -2.769
H3 -3.278 2.832 -2.808
H4 -4.171 1.663 -0.629
H5 -4.989 1.728 1.447
H6 -4.631 3.353 3.225
H7 -3.572 5.467 2.888
H8 -1.994 5.338 -0.690
H9 2.065 2.819 -2.658
H10 3.241 1.456 -4.555
H11 2.869 -0.929 -4.567
H12 -0.543 -4.801 -2.657
H13 0.887 -4.708 -5.095
H14 1.535 -4.812 -3.353
H15 -2.276 -2.571 -5.199
H16 -4.368 -3.398 -6.172
H17 -4.434 -5.768 -6.876
H18 -2.841 -7.451 -5.720
H19 -1.041 -6.510 -4.237
N4 1.336 1.225 0.089
C24 0.158 1.675 -0.125
H20 1.682 1.133 1.047
Te1 -1.775 0.475 -5.480
C25 -2.558 -3.368 -0.250
C26 -2.716 -1.950 0.108
N5 -2.829 -0.832 0.363
H21 -2.904 -3.415 -1.270
H22 -3.103 -4.080 0.362
H23 -1.531 -3.597 -0.259
O3 -0.823 1.906 0.796
Si1 -1.006 3.036 2.006
C27 -2.007 4.666 1.428
C28 -3.912 5.415 0.616
C29 -3.859 6.897 0.661
C30 -2.754 7.717 1.003
C31 -1.515 7.171 1.418
C32 -1.206 5.869 1.734
C33 -1.807 2.089 3.477
C34 -1.744 2.643 4.801
C35 -2.201 1.875 5.847
C36 -2.563 0.517 5.681
C37 -2.670 0.035 4.355
C38 -2.419 0.822 3.279
C39 0.717 3.567 2.590
C40 1.269 2.947 3.716
C41 2.564 3.336 4.202
C42 3.157 4.443 3.663
C43 2.620 5.000 2.493
C44 1.528 4.435 1.826
H24 -4.866 5.045 0.311
H25 -4.750 7.439 0.341
H26 -2.865 8.806 1.076
H27 -0.670 7.844 1.645
H28 -0.354 5.709 2.394
H29 -1.274 3.617 4.983
H30 -2.145 2.241 6.876
H31 -2.663 -0.201 6.520
H32 -2.957 -1.044 4.118
H33 -2.434 0.474 2.261
H34 0.735 2.082 4.171
H35 2.941 2.754 5.019
H36 4.085 4.887 4.037
H37 3.108 5.887 2.031
H38 1.427 4.757 0.794
C45 5.521 -6.841 2.526
C46 4.639 -6.235 1.449
C47 4.145 -7.329 0.505
O4 3.437 -5.719 2.041
P1 2.847 -4.240 1.687
S1 1.797 -3.523 3.187
S2 1.970 -4.324 -0.112
O5 4.406 -3.509 1.530
C48 4.482 -2.025 1.606
C49 5.903 -1.736 2.012
C50 4.137 -1.348 0.283
H39 6.570 -6.923 2.182
H40 5.123 -7.846 2.770
H41 5.495 -6.265 3.455
H42 5.158 -5.419 0.935
H43 3.480 -7.974 1.081
H44 5.004 -7.880 0.151
H45 3.526 -6.957 -0.300
H46 3.791 -1.852 2.433
H47 6.637 -1.747 1.188
H48 6.306 -2.295 2.836
H49 5.856 -0.671 2.275
H50 3.569 -0.421 0.466
H51 3.393 -1.952 -0.307
H52 4.962 -1.114 -0.414

Calculated values
Kohn-Sham gap (eV): 4.844
Charge: -2
HOMO (eV): -1.23
Energy (eV): -122343.3519
Relative energy (zero: lowest compared OMol25 entry of this formula, charge and spin) (kJ/mol): 0.0
Lowest unoccupied orbital energy (eV): 3.610

Atomic partial charges in e from the Mulliken method, atoms 1 to 4: Sn 0.130; C -1.177; O -0.637; C 3.088

=====

Entry 5:
An isolated molecule of C4H9NO, computed with ωB97M-V with the def2-TZVPD basis set.

Positions of all 15 atoms, in Å:
C1 -2.265 0.601 -0.136
C2 -1.016 -0.271 -0.142
N1 0.051 0.193 0.753
C3 1.097 -0.686 0.399
O1 0.959 -1.884 0.516
C4 2.366 -0.066 -0.109
H1 -3.047 0.133 -0.742
H2 -2.112 1.623 -0.502
H3 -2.654 0.677 0.889
H4 -1.265 -1.278 0.185
H5 -0.440 -0.459 -1.101
H6 0.267 1.171 0.563
H7 2.223 0.782 -0.790
H8 2.983 -0.828 -0.584
H9 2.853 0.290 0.800

Calculated values
Kohn-Sham gap (eV): 10.496
HOMO (eV): -9.59
Energy (eV): -7831.2389
Relative energy (zero: lowest compared OMol25 entry of this formula, charge and spin) (kJ/mol): 104.3
Lowest unoccupied orbital energy (eV): 0.902

Atomic partial charges in e from the Mulliken method, atoms 1 to 4: C -1.126; C -0.359; N -0.380; C 0.680

=====

Entry 6:
A cluster of 9 separate species, C39H45N3O6 in total, computed with ωB97M-V with the def2-TZVPD basis set.

Positions of all 93 atoms, in Å:
C1 1.084 0.296 2.165
N1 0.816 1.386 1.225
O1 -0.187 1.286 0.491
O2 1.516 2.355 1.262
H1 2.136 0.200 2.347
H2 0.539 -0.658 1.818
H3 0.606 0.594 3.078
C2 -1.640 -3.023 -2.092
N2 -0.952 -2.943 -0.740
O3 -0.080 -2.131 -0.586
O4 -1.438 -3.715 0.090
H4 -2.541 -3.591 -2.041
H5 -0.889 -3.451 -2.749
H6 -1.867 -1.959 -2.345
C3 2.267 -1.896 -5.510
N3 0.982 -2.595 -5.942
O5 0.182 -2.837 -5.091
O6 0.893 -2.861 -7.125
H7 3.003 -2.273 -6.174
H8 2.514 -2.224 -4.489
H9 1.980 -0.837 -5.622
C4 4.692 0.708 1.055
C5 5.115 2.023 1.167
C6 4.899 2.908 0.086
C7 4.234 2.480 -1.069
C8 3.760 1.182 -1.088
C9 4.023 0.261 -0.075
H10 4.896 0.176 1.946
H11 5.449 2.354 2.202
H12 5.240 3.901 0.081
H13 4.032 3.112 -1.902
H14 3.317 0.752 -1.954
H15 3.681 -0.806 -0.113
C10 -4.573 3.407 -0.800
C11 -3.754 3.486 0.322
C12 -2.362 3.676 0.106
C13 -1.876 3.646 -1.205
C14 -2.723 3.567 -2.292
C15 -4.094 3.469 -2.101
H16 -5.656 3.393 -0.518
H17 -4.219 3.500 1.302
H18 -1.668 3.872 0.922
H19 -0.830 3.744 -1.286
H20 -2.332 3.632 -3.254
H21 -4.703 3.574 -3.014
C16 0.161 -0.529 6.106
C17 0.018 0.808 6.480
C18 -0.920 1.684 5.905
C19 -1.686 1.106 4.875
C20 -1.500 -0.189 4.432
C21 -0.559 -0.984 4.959
H22 0.965 -1.121 6.461
H23 0.755 1.299 7.075
H24 -0.934 2.718 6.186
H25 -2.477 1.695 4.353
H26 -2.062 -0.492 3.560
H27 -0.248 -1.946 4.492
C22 2.065 -4.672 4.108
C23 2.181 -4.781 2.743
C24 2.674 -3.718 2.030
C25 3.064 -2.529 2.644
C26 2.898 -2.468 4.020
C27 2.340 -3.471 4.768
H28 1.660 -5.519 4.633
H29 1.731 -5.707 2.359
H30 2.683 -3.718 0.984
H31 3.402 -1.645 2.071
H32 3.223 -1.535 4.471
H33 2.062 -3.403 5.823
C28 0.760 1.855 -2.943
C29 0.068 0.685 -3.121
C30 -0.297 0.351 -4.426
C31 0.046 1.175 -5.493
C32 0.840 2.346 -5.309
C33 1.207 2.653 -4.020
H34 1.024 2.198 -1.982
H35 -0.231 0.117 -2.214
H36 -0.837 -0.635 -4.558
H37 -0.356 0.968 -6.447
H38 1.177 2.934 -6.139
H39 1.918 3.459 -3.726
C34 -4.967 -0.161 -1.416
C35 -5.405 -1.415 -0.947
C36 -4.699 -1.984 0.145
C37 -3.508 -1.457 0.570
C38 -2.993 -0.358 -0.095
C39 -3.665 0.216 -1.115
H40 -5.533 0.346 -2.202
H41 -6.365 -1.824 -1.188
H42 -5.023 -2.941 0.538
H43 -2.934 -1.782 1.425
H44 -2.030 0.109 0.205
H45 -3.166 1.118 -1.569

Calculated values
Kohn-Sham gap (eV): 9.234
HOMO (eV): -8.95
Energy (eV): -57917.7368
Lowest unoccupied orbital energy (eV): 0.282

Atomic partial charges in e from the Mulliken method, atoms 1 to 4: C -0.161; N 0.839; O -0.436; O -0.540

=====

Which molecular weight belongs to each record? In order, 123.18; 1063.18; 705.23; 1172.50; 87.12; 651.80 g mol⁻¹.